No. 1
C50H51AsCsIN5O6PS2Se | wB97M-V/def2-TZVPD

Each line ends with the Löwdin charge.
Atoms and positions in Å:
Cs  0.84952  0.39735  -0.29918  0.89
I  -0.24935  1.64885  -3.67040  0.97
Se  4.58790  -0.26851  -1.76415  1.29
As  -0.82359  -1.95574  2.00838  1.07
S  3.16810  -1.91478  1.06248  -0.04
S  3.59869  -3.89739  1.07810  0.14
P  0.68012  -2.83456  -2.53941  1.13
O  -1.03570  0.92684  3.37858  0.02
O  -1.70991  3.09863  -0.32222  -0.06
O  1.91228  -1.65888  0.29672  -0.94
O  4.28380  -1.21956  0.34161  -0.62
O  3.03217  -1.36546  2.41088  -0.43
O  -5.83201  -0.28042  0.32513  -0.06
N  2.96789  3.11912  -1.23564  0.11
N  5.82921  0.89305  -1.42232  -0.22
N  -4.02455  3.35960  2.37457  0.09
N  3.23953  0.84056  -1.76808  -0.35
N  -2.62904  0.62301  -1.78771  0.09
C  1.48768  4.18059  5.74750  -0.02
C  3.76538  2.04344  -1.39122  -0.49
C  -2.65936  5.07546  1.35676  -0.05
C  0.12060  -7.31357  -1.64062  -0.10
C  3.56373  4.23191  -0.87560  -0.17
C  -0.22495  -5.48298  -3.16087  -0.08
C  2.19136  1.91667  6.01870  -0.01
C  0.27025  -3.25499  3.00469  -0.31
C  0.89726  -5.11451  -1.06521  -0.14
C  -3.01178  1.78614  -2.46982  -0.35
C  -2.60114  3.42620  -4.19349  -0.17
C  -1.62352  -3.27975  0.78342  -0.32
C  0.75980  -6.45759  -0.75516  -0.07
C  -3.88205  3.92999  -4.03812  -0.11
C  -2.17264  2.35469  -3.42418  -0.65
C  1.27486  1.47457  5.07345  -0.17
C  2.30947  3.25493  6.36757  -0.27
C  2.30269  -2.78099  -3.40103  -0.35
C  2.58534  -1.77249  -4.31867  -0.14
C  -0.22631  -2.78530  -5.27411  -0.12
C  -4.54113  2.10821  2.38250  -0.14
C  0.42074  -4.62220  -2.28014  -0.36
C  4.82096  -2.61062  -4.59875  -0.12
C  -1.16369  -2.48294  -6.24518  -0.09
C  -2.30824  -1.88087  3.30836  -0.33
C  -2.62169  -1.59920  -4.55756  -0.09
C  -1.67686  -1.90936  -3.59188  -0.13
C  -4.30376  2.29384  -2.33620  -0.02
C  5.76350  3.27335  -0.82351  -0.03
C  -3.16616  3.67391  1.44580  -0.29
C  -4.92954  -0.15945  1.42228  -0.22
C  -0.37800  -6.82112  -2.84002  -0.10
C  4.94911  4.36526  -0.66042  -0.09
C  -2.66330  2.75505  0.42435  -0.38
C  0.46002  2.43906  4.44736  -0.09
C  -4.21588  1.16136  1.44395  -0.18
C  0.57114  3.79199  4.77454  -0.21
C  -4.73366  3.35650  -3.10767  -0.09
C  -2.36938  -1.88419  -5.88862  -0.10
C  -0.52487  2.02168  3.40261  -0.17
C  -0.46819  -2.49855  -3.93285  -0.39
C  5.17147  2.06132  -1.19867  -0.40
C  4.56458  -3.58445  -3.64599  -0.09
C  3.31719  -3.66920  -3.04950  -0.08
C  3.32241  3.68177  7.39213  -0.06
C  -3.27801  1.47681  0.44211  -0.11
C  3.82770  -1.69652  -4.92675  -0.12
C  1.23556  0.01287  4.74833  -0.04
C  -2.86945  0.47724  -0.53843  -0.13
C  -0.27892  4.83573  4.11788  -0.05
H  -2.94812  5.51838  0.40212  0.08
H  4.02207  -0.90783  -5.64048  0.10
H  -5.54304  -0.26919  2.32097  0.12
H  -1.92283  3.86214  -4.91370  0.08
H  -0.94905  -2.70554  -7.28266  0.09
H  4.33141  3.39939  7.08691  0.08
H  -3.05799  5.66552  2.18055  0.07
H  2.02102  -0.50043  5.30218  0.08
H  1.41772  -0.18377  3.69121  0.06
H  -0.62268  -5.10897  -4.09748  0.09
H  -0.12433  5.79957  4.60380  0.07
H  -5.33420  -0.09178  -0.47916  0.06
H  3.30600  4.76203  7.53699  0.07
H  -3.53231  -1.09375  -4.26093  0.10
H  -2.70781  -0.53708  -0.16672  0.10
H  -4.20646  4.76606  -4.64477  0.09
H  2.92236  5.09638  -0.73867  0.10
H  -4.22726  -1.00187  1.39896  0.09
H  1.14791  -6.82486  0.18515  0.10
H  -2.81177  -0.92232  3.25694  -0.02
H  0.88235  -2.72747  3.73442  0.01
H  6.83342  3.32806  -0.66585  0.11
H  -4.96449  1.85571  -1.60213  0.11
H  1.39798  -4.44984  -0.36142  0.03
H  3.13585  3.20970  8.35866  0.08
H  -0.40481  -3.96265  3.49358  0.02
H  -1.57306  5.10464  1.35059  0.06
H  1.82311  -1.04349  -4.57366  0.09
H  -1.34212  4.59703  4.16352  0.09
H  -3.00918  -2.70295  3.15032  0.02
H  -1.87344  -1.97316  4.30555  0.01
H  0.71374  -3.24353  -5.56682  0.11
H  0.27199  -0.42612  5.00245  0.08
H  -2.54073  -2.87154  0.35071  0.00
H  2.83905  1.18465  6.48520  0.12
H  -0.88817  -7.48148  -3.52986  0.09
H  -1.85944  -4.20474  1.31415  0.02
H  -5.26702  1.88524  3.15489  0.09
H  0.00159  -8.36049  -1.39164  0.09
H  1.56505  5.22843  6.00975  0.11
H  -0.02930  4.95179  3.06475  0.08
H  5.79724  -2.53616  -5.05856  0.09
H  -1.87627  -1.62925  -2.56768  0.07
H  0.95451  -3.77226  2.33125  -0.02
H  -0.92073  -3.49090  -0.02085  -0.02
H  5.34112  -4.27250  -3.34057  0.10
H  -0.75528  2.74994  2.60402  0.12
H  -3.09240  -1.62551  -6.65145  0.09
H  3.14527  -4.41745  -2.28724  0.09
H  -5.73788  3.73563  -2.97527  0.10
H  5.34598  5.32719  -0.36340  0.09

Net charge   -2
Spin multiplicity   1
Largest force on an atom   0.057 Eh/bohr
HOMO-LUMO gap   0.2208 hartree
Relative energy (zero: lowest compared OMol25 entry of this formula, charge and spin)   28.8 kcal per mole



No. 2
C12H17N | wB97M-V/def2-TZVPD

Each line ends with the Löwdin charge.
Atoms and positions in Å:
N  -0.25892  -0.10533  3.12450  0.07
C  2.17665  1.28953  -2.97122  -0.12
C  -1.31228  -0.23852  1.17392  -0.16
C  -1.28064  1.99765  2.11132  -0.03
C  -1.77967  2.46237  0.92727  -0.10
C  -0.99975  0.61597  2.21907  -0.22
C  -1.00338  -2.75667  0.61578  -0.05
C  1.99039  -0.20271  -2.67422  -0.32
C  -1.82152  0.23788  -0.05746  -0.03
C  1.75899  -0.44726  -1.19359  -0.12
C  -0.81955  -1.56791  1.49780  -0.23
C  -1.98074  1.58938  -0.17852  -0.10
C  -0.21895  -1.43195  2.70954  -0.05
H  2.88877  -0.70802  -3.02136  0.09
H  1.22481  -0.68273  -3.29088  0.09
H  -0.12863  -3.41234  0.61465  0.08
H  -2.17688  2.05523  -1.14109  0.10
H  2.70310  -0.23663  -0.69484  0.07
H  -1.04481  -2.41468  -0.42415  0.06
H  1.51679  -1.48166  -0.92640  0.06
H  2.48826  1.72337  -2.02360  0.06
H  0.09955  -2.11207  3.47030  0.11
H  -1.23163  2.56166  3.03798  0.11
H  -1.91851  -3.31897  0.79001  0.08
H  0.04947  0.23247  4.01679  0.15
H  2.94872  1.52842  -3.69608  0.06
H  1.22598  1.74504  -3.24668  0.07
H  -2.16292  3.45837  0.82648  0.09
H  -1.86514  -0.50975  -0.82336  0.10
H  0.93244  0.12985  -0.77197  0.06

Net charge   0
Spin multiplicity   1
Largest force on an atom   0.030 Eh/bohr
HOMO-LUMO gap   0.3278 hartree
Relative energy (zero: lowest compared OMol25 entry of this formula, charge and spin)   16.6 kcal per mole



No. 3
C4H12 | wB97M-V/def2-TZVPD

Each line ends with the Löwdin spin population.
Atoms and positions in Å:
C  -0.01615  -1.60405  -0.47198  0.31
C  -0.70582  1.70312  -0.58785  0.06
C  -0.24073  2.30462  0.75955  0.05
C  0.93717  -2.48428  0.35419  0.25
H  -0.53789  -2.08099  -1.27901  0.01
H  0.89530  -2.22887  1.46534  0.03
H  0.74420  -0.98815  -0.94319  0.14
H  -1.22532  0.82890  -0.38440  0.00
H  -0.58392  1.54921  1.46869  0.00
H  2.00780  -2.42618  0.06089  0.03
H  -1.27336  2.34021  -1.11523  0.01
H  0.08704  1.45189  -1.21168  0.03
H  0.76482  2.69473  0.76627  0.01
H  0.51802  -3.37639  0.20645  0.05
H  -0.65359  -0.88306  0.03726  0.01
H  -0.71757  3.19928  0.87469  0.02

Net charge   +1
Spin multiplicity   2
Largest force on an atom   0.108 Eh/bohr
HOMO-LUMO gap (spin up / spin down)   0.4724 / 0.1411 hartree
Relative energy (zero: lowest compared OMol25 entry of this formula, charge and spin)   38.6 kcal per mole



No. 4
C30H58BF3N2O31P3 | wB97M-V/def2-TZVPD

Each line ends with the Löwdin charge.
Atoms and positions in Å:
P  12.46936  -8.06278  -11.30048  0.39
P  2.38935  -12.20731  -18.53594  0.39
P  11.31889  -5.15743  -15.30192  0.40
F  6.80346  -15.21153  -20.32159  0.04
F  4.44257  -4.29341  -16.97846  0.05
F  9.60752  -9.54187  -9.15685  0.05
O  12.87071  -4.84197  -15.11670  -0.20
O  8.72221  -4.49226  -22.05386  -0.18
O  1.89246  -12.52971  -17.07771  -0.19
O  2.12708  -10.83066  -18.96358  -0.21
O  13.08899  -7.10396  -12.38620  -0.20
O  8.23762  -6.79952  -18.28796  0.15
O  4.20166  -12.98175  -22.82695  0.16
O  6.17714  -3.31190  -18.11635  0.14
O  7.54929  -10.00893  -17.29395  0.23
O  1.81884  -13.39842  -19.46074  -0.21
O  8.03989  -9.81984  -14.89022  0.24
O  7.45589  -7.85751  -10.72111  0.10
O  5.94627  -14.23442  -22.17169  0.15
O  12.26938  -7.05642  -10.09327  -0.20
O  10.95980  -8.29317  -11.82016  -0.23
O  7.50223  -10.48680  -12.84668  0.11
O  10.48662  -4.48810  -16.31428  -0.22
O  8.35405  -5.85402  -10.34467  0.17
O  5.42432  -12.36929  -21.08018  0.07
O  13.24851  -9.29565  -11.00298  -0.25
O  10.86347  -5.04450  -13.78250  -0.20
O  7.84455  -7.91038  -16.39181  0.24
O  3.67010  -15.74992  -14.53496  -0.21
O  7.01705  -2.34570  -16.28752  0.09
O  7.22525  -1.33865  -18.27464  0.16
O  8.08146  -9.50489  -19.42952  0.15
O  8.56764  -7.51115  -8.84286  0.10
O  3.94321  -12.65391  -18.50605  -0.22
O  11.37387  -6.75912  -15.45313  -0.24
O  4.77275  -10.20095  -13.97316  0.15
O  5.92771  -9.27674  -15.67621  0.25
N  7.92289  -8.10127  -22.09412  0.03
N  3.56151  -12.65117  -12.60989  0.04
C  6.93052  -14.13398  -21.16667  -0.27
C  5.60432  -13.88641  -13.09345  -0.05
C  7.20049  -10.03107  -13.92295  -0.38
C  6.84325  -2.25255  -17.61301  -0.56
C  3.01702  -16.97149  -14.68287  -0.13
C  13.54207  -4.11440  -16.11226  -0.13
C  10.52263  -9.61413  -12.21706  -0.07
C  8.15767  -6.97761  -10.03185  -0.57
C  5.13545  -13.16663  -22.10642  -0.57
C  5.80415  -4.18576  -17.09948  -0.29
C  8.01272  -7.81330  -17.68761  -0.41
C  6.62843  -12.83172  -20.41635  -0.02
C  8.10056  -3.32567  -21.57263  -0.10
C  3.31653  -14.95890  -13.40436  -0.21
C  7.97478  -5.65903  -21.82748  -0.24
C  8.27300  -6.75398  -24.04276  -0.08
C  8.57475  -6.86170  -22.53577  -0.40
C  13.80453  -7.61098  -13.52082  -0.08
C  8.42028  -8.91652  -8.89757  -0.28
C  1.38841  -12.99490  -20.77713  -0.10
C  11.30732  -7.39508  -16.73028  -0.08
C  5.77267  -9.78005  -14.47250  -0.36
C  2.01631  -13.82842  -16.49679  -0.09
C  11.92180  -7.51406  -8.79305  -0.09
C  4.12715  -13.68802  -13.51769  -0.41
C  4.84214  -11.66704  -18.00056  -0.12
C  6.45628  -3.58807  -15.84086  -0.03
C  9.53504  -5.43629  -13.43739  -0.08
C  7.44160  -9.13360  -10.06643  -0.02
C  7.83079  -9.20750  -18.29724  -0.38
B  7.33374  -9.24452  -16.06383  -0.89
H  9.53660  -5.65043  -12.37244  0.07
H  8.13384  -9.19651  -7.88310  0.17
H  12.33928  -8.49980  -8.58632  0.09
H  6.15640  -14.51389  -13.80138  0.07
H  12.41577  -6.78381  -8.14426  0.09
H  8.89543  -5.96349  -24.48124  0.07
H  7.25701  -8.06523  -21.33420  0.06
H  3.98181  -13.23408  -14.49731  0.13
H  7.29861  -11.99060  -20.59749  0.14
H  8.57330  -8.81640  -21.80285  0.05
H  7.94121  -14.21905  -21.57350  0.17
H  10.26965  -10.17801  -11.32276  0.08
H  7.13077  -3.20051  -22.07465  0.09
H  8.81511  -4.61765  -13.54867  0.08
H  7.96772  -5.85893  -20.74343  0.11
H  1.30854  -14.52500  -16.95198  0.09
H  7.87263  -9.81191  -10.79964  0.10
H  11.22616  -10.07910  -12.90334  0.09
H  1.82227  -13.71327  -15.43654  0.08
H  10.85662  -7.44977  -8.56867  0.07
H  1.97412  -16.83299  -14.99277  0.09
H  7.23755  -4.18662  -15.38067  0.12
H  3.87119  -12.79977  -11.65808  0.06
H  5.41207  -11.10079  -18.73384  0.08
H  2.95130  -17.50443  -13.71843  0.08
H  14.58216  -4.40924  -16.27204  0.09
H  2.25707  -14.70289  -13.51191  0.11
H  6.46071  -9.50447  -9.78223  0.14
H  13.22713  -7.95483  -14.37439  0.08
H  4.01814  -11.83838  -13.01043  0.02
H  7.81920  -3.36415  -20.51199  0.08
H  6.53451  -12.99740  -19.34833  0.12
H  9.17077  -6.22887  -14.09298  0.09
H  6.89835  -5.56127  -22.03261  0.13
H  9.64059  -6.87892  -22.30865  0.14
H  13.02850  -4.03162  -17.07227  0.09
H  8.79997  -2.51505  -21.75246  0.09
H  6.16282  -12.95334  -13.02094  0.06
H  5.64630  -14.39633  -12.12823  0.08
H  7.25170  -6.43608  -24.25193  0.07
H  1.82061  -13.72709  -21.45902  0.08
H  14.42340  -6.75294  -13.77446  0.09
H  14.44958  -8.42512  -13.18133  0.08
H  10.92187  -8.39387  -16.51727  0.09
H  4.31741  -10.93723  -17.37870  0.09
H  13.69774  -3.06187  -15.82722  0.09
H  5.64136  -3.42401  -15.13306  0.14
H  3.54441  -17.71351  -15.28108  0.09
H  10.68697  -6.92027  -17.48885  0.08
H  9.60803  -9.41370  -12.77573  0.06
H  12.33833  -7.49960  -17.08423  0.09
H  3.46520  -15.46527  -12.44530  0.13
H  1.70384  -12.00541  -21.09429  0.08
H  2.96334  -14.35131  -16.63524  0.09
H  5.54542  -12.12679  -17.30334  0.10
H  8.47688  -7.69853  -24.54149  0.06
H  6.14885  -5.21283  -17.24615  0.16
H  0.30415  -13.07056  -20.86145  0.08

Net charge   -1
Spin multiplicity   1
Largest force on an atom   0.047 Eh/bohr
HOMO-LUMO gap   0.3241 hartree



Calculated total energy, -8753.992478, -522.193764, -159.108331, -4969.001645 Eh (same order as the records).